# 1
DFT (wB97M-V/def2-TZVPD) results for C41H51CrINO5Se as an isolated structure.

Output
- HOMO-LUMO gap (spin up / spin down) (eV) = 6.38 / 6.50
- energy relative to the best compared isomer or geometry (same formula, charge and spin) (kcal per mole) = 0.0
- HOMO (spin up / spin down) (eV) = -4.39 / -4.51
- multiplicity = 5
- ⟨S²⟩ = 6.011
- charge = -1

```
101
Properties=species:S:1:pos:R:3:forces:R:3
H 4.795 3.103 -2.705 -0.01 0.00 0.00
H 5.436 1.709 0.737 0.00 0.00 0.00
O -3.298 -1.319 -1.053 -0.13 0.07 0.05
C 1.853 1.945 -1.040 -0.01 0.00 -0.01
C 4.942 -2.113 -1.012 0.01 -0.01 0.00
C -1.212 5.529 1.951 0.00 0.01 -0.01
H 3.006 4.477 -1.520 0.00 -0.01 0.00
C -3.189 -0.546 -5.240 0.01 -0.01 0.01
C -0.506 -3.980 -2.461 -0.01 -0.04 -0.01
C -1.013 0.615 2.843 -0.01 -0.01 0.00
C -1.069 0.353 1.435 -0.01 0.05 -0.03
Cr -1.301 -1.428 -1.036 0.06 -0.21 0.08
H 5.814 1.990 -1.792 0.00 0.00 0.00
H 5.291 -3.147 -1.074 0.00 0.00 0.00
H -3.274 4.460 3.395 0.00 0.00 0.00
H -2.962 -6.550 -1.182 0.00 -0.01 0.00
C 0.996 0.870 -1.239 0.03 -0.04 0.01
H -1.141 3.602 0.356 0.00 0.00 0.00
H -3.806 -5.034 0.265 0.00 0.01 0.03
C -1.112 3.045 2.435 0.00 0.00 -0.02
H 0.512 -2.168 4.221 0.00 0.00 -0.01
C 1.449 -0.456 -1.311 -0.02 -0.01 0.00
H 1.029 4.590 3.206 0.00 0.00 0.00
C -5.576 -0.793 -3.845 0.00 0.00 0.01
C 3.671 0.429 -0.973 0.01 -0.01 0.00
H 3.199 -3.998 -0.254 -0.01 0.00 0.00
H 3.024 -2.602 0.821 -0.01 0.01 0.00
H 4.240 5.026 -0.381 0.00 0.00 0.00
H -2.369 5.610 4.397 0.00 0.00 0.00
C 4.198 2.884 -0.626 0.00 -0.01 0.00
H -1.232 6.517 2.418 0.00 0.00 0.00
H 5.599 3.458 0.936 0.00 0.00 0.00
H 5.203 -1.732 -0.023 0.00 0.00 0.00
H 2.755 4.281 0.220 0.00 0.00 0.00
H -1.231 -7.248 -2.827 0.01 0.01 0.00
C -4.413 -1.269 -1.681 -0.01 -0.07 0.01
H 2.132 -2.571 -2.930 0.00 -0.01 0.03
H -3.012 -0.946 3.930 0.01 0.00 0.00
C 0.413 -1.328 3.527 -0.01 0.01 0.00
C -2.253 -5.836 -1.577 0.00 0.03 -0.02
H 1.420 2.935 -0.978 0.00 0.00 0.00
H 4.733 0.259 -0.855 0.00 0.00 0.00
H -4.220 -3.629 -0.711 0.00 -0.01 -0.02
C -0.877 -0.548 3.829 0.01 0.00 0.00
C -0.390 -5.271 -2.941 0.02 0.07 0.01
H -2.329 3.881 4.766 0.00 0.00 0.00
C -1.123 2.794 1.075 -0.01 0.02 0.02
C 3.180 -2.658 -2.653 0.00 -0.01 -0.01
H 3.474 -3.711 -2.695 0.00 0.00 0.00
H -0.349 5.491 1.283 0.00 0.00 0.01
H -2.235 -0.928 -3.368 0.04 0.01 0.01
C 5.261 2.928 -1.733 0.01 0.00 0.00
H 0.396 -5.511 -3.644 -0.01 -0.01 0.00
C 0.149 4.687 3.844 0.00 0.00 0.01
H 1.286 -0.680 3.648 -0.01 0.00 0.00
C -1.097 1.491 0.597 0.01 -0.06 0.05
C -5.602 -0.517 -5.203 0.00 0.00 -0.01
O -1.064 -0.850 0.956 0.00 0.05 0.04
H 0.148 5.689 4.285 0.00 0.00 0.00
H -2.152 -1.925 2.730 0.00 -0.01 0.00
C -1.287 -6.221 -2.488 -0.03 -0.04 0.01
C -1.044 1.928 3.278 0.00 0.01 0.01
C -2.086 -1.488 3.721 0.00 0.01 -0.01
H -6.491 -0.900 -3.279 0.00 0.00 0.00
C -3.404 -4.115 -0.169 0.02 0.02 0.05
H 3.770 -2.110 -3.391 0.00 0.00 0.00
H 0.067 0.584 5.447 0.00 -0.01 0.00
C 2.792 -2.985 -0.176 -0.01 0.02 0.00
Se -0.898 1.204 -1.284 -0.02 0.11 -0.12
C 3.213 1.748 -0.895 0.00 0.01 0.01
H -2.115 5.423 1.346 0.00 0.00 0.00
H -1.994 -2.298 4.452 0.01 0.00 0.00
C 2.853 -0.670 -1.177 -0.01 0.03 0.03
O 0.619 -1.461 -1.500 0.09 -0.07 -0.04
O -5.507 -1.496 -1.175 0.01 -0.01 -0.02
H 0.244 3.962 4.654 0.00 0.00 0.00
H -6.544 -0.398 -5.721 0.00 0.00 0.00
C -4.403 -0.397 -5.890 -0.01 0.00 0.01
I -4.429 0.015 -7.941 0.00 0.00 -0.02
C -2.349 4.609 3.954 0.00 0.00 0.01
H 5.978 3.732 -1.543 0.00 0.00 0.00
C -2.319 -4.514 -1.146 -0.02 -0.03 -0.02
H 0.402 -1.709 2.508 0.00 -0.01 -0.01
C 3.429 -2.086 -1.248 0.00 -0.01 -0.03
H -1.697 0.470 5.583 0.00 -0.01 0.00
H 4.153 2.621 1.531 0.00 0.00 0.00
C 3.502 4.244 -0.575 0.00 0.01 0.00
H -2.258 -0.448 -5.781 0.00 0.00 0.00
N -1.448 -3.597 -1.589 0.07 0.13 -0.07
O -2.938 -3.303 0.874 -0.03 -0.01 -0.07
H 5.486 -1.535 -1.763 0.00 0.00 0.00
H 0.183 -3.204 -2.759 0.02 0.01 -0.01
H -0.689 -0.936 5.934 0.00 0.00 0.00
C -1.132 4.450 3.031 0.00 0.00 -0.01
H -3.102 -2.382 0.610 -0.02 0.01 0.05
H -1.005 2.110 4.345 0.00 0.00 -0.02
H 1.711 -3.025 -0.278 -0.02 0.00 -0.01
C 4.889 2.653 0.726 0.01 0.00 0.00
C -3.184 -0.819 -3.879 -0.03 0.01 0.02
C -4.370 -0.945 -3.168 0.03 0.02 0.02
C -0.795 -0.067 5.280 0.01 0.00 0.03
```
Positions in Å, forces in eV/Å.

***

# 2
DFT (wB97M-V/def2-TZVPD) results for C41H51F4N9O2Sn as an isolated structure.

Output
- HOMO-LUMO gap (eV) = 7.02
- energy relative to the best compared isomer or geometry (same formula, charge and spin) (kcal per mole) = 0.0
- HOMO (eV) = -6.44
- multiplicity = 1

```
108
Properties=species:S:1:pos:R:3:forces:R:3
C 2.332 -4.318 -2.946 -0.02 0.00 -0.05
C -2.902 1.067 2.486 0.10 -0.11 0.21
H 4.773 0.393 -0.510 0.03 0.00 0.00
C -2.018 0.448 1.565 0.05 -0.18 0.36
H -0.023 -2.690 -3.464 -0.08 0.05 -0.04
H 0.036 6.745 -4.736 -0.01 0.02 0.00
H 0.560 -3.475 -0.057 0.01 0.01 0.01
H 2.871 3.669 -3.550 -0.09 0.04 -0.01
H -4.887 2.551 0.562 0.01 0.00 0.02
N -1.210 -1.409 -2.335 -0.35 -0.20 -0.38
F -1.711 -1.527 0.281 -0.03 -0.10 0.39
H 1.396 3.390 1.328 0.07 0.01 -0.06
C -2.457 1.098 -1.334 -0.30 0.22 -0.42
H -6.333 -0.402 1.172 -0.08 0.09 -0.14
H 4.380 -2.591 4.226 0.05 -0.03 -0.01
F -3.890 -2.691 1.243 -0.03 -0.01 -0.08
H -1.691 6.668 -5.094 0.01 0.02 -0.01
H 1.047 -5.107 -0.633 0.00 -0.01 0.02
H 3.921 1.599 3.095 0.02 0.05 0.01
H 1.189 4.438 -4.342 0.04 -0.04 -0.01
H 3.023 -2.785 0.686 0.00 0.00 -0.04
H 3.746 -4.292 1.305 0.01 0.00 -0.01
H 3.418 -4.229 -2.955 -0.01 0.01 0.03
H 2.485 -1.543 5.608 -0.03 0.01 0.05
H 4.327 -0.108 1.122 0.00 -0.01 0.00
C 3.664 -3.375 3.941 -0.05 0.03 0.04
F -4.810 1.128 3.830 -0.02 0.04 0.01
C -6.397 0.284 0.324 0.01 -0.05 -0.02
C -0.397 2.235 1.435 -0.02 -0.08 0.07
H 2.615 2.787 3.163 -0.01 0.02 0.05
C -3.161 -1.846 -3.312 0.16 0.03 -0.06
C -1.062 2.445 -2.711 -0.13 -0.15 -0.14
C -3.101 -0.129 -1.527 -0.18 0.24 -0.22
H -5.304 -1.299 2.985 0.03 -0.02 0.03
H 2.043 -4.459 4.822 0.01 -0.02 0.04
F -2.680 2.334 2.920 0.01 -0.02 -0.11
C 0.006 -1.234 4.075 -0.03 -0.06 -0.04
C 2.669 0.474 -2.991 0.11 0.00 -0.12
C 3.931 0.240 0.166 -0.08 0.09 0.00
H 2.940 1.956 -0.668 0.00 0.01 -0.08
H -3.172 2.757 -2.975 -0.02 0.01 0.08
C 2.008 0.847 2.353 0.13 0.04 0.05
H 4.238 -4.276 3.717 0.00 0.00 -0.01
H 0.168 -0.326 4.664 -0.01 -0.01 0.02
H 2.438 -0.154 2.307 -0.03 0.28 -0.01
H -7.048 -0.171 -0.424 -0.02 0.02 -0.03
H -1.057 3.035 1.080 0.04 0.06 0.05
N 2.940 -2.995 2.744 0.06 0.02 0.02
C 0.736 -4.104 -0.929 -0.03 0.09 0.07
C 2.692 -3.619 5.076 -0.01 0.05 -0.07
C -4.392 1.788 -0.028 -0.06 -0.01 -0.18
C 0.232 4.095 -3.972 0.07 -0.08 0.05
H 3.224 -3.857 5.997 0.00 0.02 0.00
C -4.035 0.445 2.967 0.08 -0.11 0.02
H 0.900 2.713 -0.221 0.00 0.02 0.00
C -0.760 6.104 -5.120 0.02 -0.13 0.01
C 0.985 2.488 0.849 0.05 0.03 0.07
O 2.132 -2.329 -1.672 0.20 -0.31 -0.16
H -0.198 -4.202 -1.491 0.05 -0.05 0.01
C -3.587 -1.453 1.679 0.10 -0.01 0.34
H -0.297 -0.958 3.073 -0.10 0.04 -0.06
H 2.920 -0.563 -2.831 -0.01 0.04 0.05
H 1.065 -2.524 5.980 0.00 0.01 0.01
N 1.860 1.322 0.975 0.12 0.37 0.15
C -2.219 -2.632 -3.931 0.05 -0.06 0.05
C 2.853 1.728 3.278 -0.08 -0.01 -0.12
C -4.414 -0.830 2.595 0.21 -0.04 0.11
H 1.009 0.730 2.766 0.07 -0.02 -0.10
C 0.173 2.922 -3.218 -0.10 0.04 -0.10
C -2.113 4.307 -3.943 0.08 0.01 -0.01
N -1.196 1.352 -1.894 0.34 -0.08 0.34
H -4.794 -1.371 -1.120 0.00 0.00 -0.04
C 3.493 1.554 -3.331 -0.04 0.02 0.01
H 4.603 -2.747 1.488 0.00 -0.02 -0.01
C -2.457 -0.847 1.196 0.19 -0.04 0.34
C 1.756 -2.292 2.758 -0.02 -0.37 -0.17
N 1.411 0.867 -2.837 0.15 0.08 -0.33
H -3.028 4.797 -4.258 0.00 0.00 0.02
C 1.856 -2.367 5.245 0.04 -0.03 -0.04
H -2.662 2.991 -0.371 -0.02 0.00 -0.04
H -4.214 -1.727 -3.499 -0.01 0.06 0.06
H -2.378 -3.330 -4.734 0.01 0.02 -0.01
H -0.530 5.884 -6.165 -0.02 0.04 -0.01
C -1.017 -2.316 -3.279 0.01 0.03 -0.08
H 2.655 1.455 4.315 0.04 0.00 0.03
H -0.346 2.338 2.524 -0.02 0.05 0.02
C 3.616 -3.220 1.483 -0.03 0.05 0.02
N -2.519 -1.123 -2.366 -0.20 0.00 -0.14
C -4.354 -0.390 -0.979 -0.06 0.03 -0.20
H 3.289 -0.541 -0.247 0.05 0.00 0.01
C -2.193 3.151 -3.201 0.02 -0.07 0.13
N 1.400 2.193 -3.073 0.08 0.22 0.15
N -0.868 0.919 1.055 -0.08 -0.21 -0.06
H 2.044 -5.364 -2.867 0.00 0.00 -0.02
C -5.031 0.565 -0.241 -0.13 0.11 -0.14
N 1.228 -2.007 3.987 -0.08 0.04 0.06
O 1.209 -1.958 1.708 -0.12 -0.21 0.19
H 4.554 1.557 -3.514 0.00 -0.02 0.02
Sn 0.249 -0.066 -0.752 -0.14 0.18 0.39
C 2.647 2.637 -3.360 0.08 -0.09 0.04
H 3.754 2.279 0.856 -0.04 0.07 -0.04
C 1.766 -3.476 -1.823 0.04 -0.08 0.12
C 3.145 1.537 0.318 0.06 -0.13 0.01
H -0.790 -1.817 4.546 0.01 0.00 0.01
H -6.867 1.203 0.673 -0.02 0.01 0.01
C -3.140 2.036 -0.549 -0.09 0.07 -0.23
C -0.881 4.838 -4.311 -0.06 0.06 -0.03
H 1.973 -3.924 -3.899 -0.01 0.00 0.00
```
Positions in Å, forces in eV/Å.